DFT (ωB97M-V/def2-TZVPD) results for C24H19O5PZn as an isolated structure in a non-equilibrium geometry.

E_tot   -3422.15025 Ha
LUMO level   -0.27991 hartree
2S+1   1
Charge   +2
E_HOMO   -13.900 eV
Orbital gap   6.3 eV

Atoms and positions in Å:
Zn 3.10 0.35 -1.23
O 1.37 0.95 -4.10
C 2.04 0.76 -3.20
C 3.68 -0.12 0.90
O 3.93 -0.36 1.99
C 3.11 2.61 -0.79
O 2.88 3.66 -0.46
C 3.11 -1.89 -1.71
O 2.94 -3.00 -1.89
C 4.75 0.68 -2.59
H 4.69 -0.10 -3.36
H 4.65 1.71 -2.95
C 5.27 0.40 -1.33
H 5.59 1.21 -0.66
H 5.63 -0.60 -1.07
O 0.62 0.20 -1.10
P -0.61 0.10 -0.23
C -0.53 -1.60 0.45
C -1.69 -2.35 0.71
C -1.64 -3.58 1.37
C -0.41 -4.17 1.62
C 0.76 -3.48 1.28
C 0.70 -2.23 0.67
C -0.56 1.55 0.81
C 0.64 2.05 1.34
C 0.60 3.10 2.27
C -0.61 3.67 2.65
C -1.78 3.26 2.02
C -1.64 2.44 0.88
C -2.52 0.10 -0.60
C -3.51 0.46 0.36
C -4.89 0.20 0.19
C -5.29 -0.67 -0.84
C -4.32 -1.14 -1.75
C -2.99 -0.71 -1.64
H -2.65 -1.95 0.42
H -2.58 -4.06 1.63
H -0.34 -5.13 2.11
H 1.75 -3.90 1.50
H 1.62 -1.70 0.38
H 1.59 1.67 0.97
H 1.56 3.50 2.63
H -0.66 4.46 3.41
H -2.78 3.50 2.39
H -2.44 2.43 0.13
H -3.27 0.95 1.30
H -5.64 0.66 0.88
H -6.35 -0.96 -0.93
H -4.63 -1.85 -2.54
H -2.26 -1.10 -2.32

DFT (ωB97M-V/def2-TZVPD) results for C26H33O4PRuSeSi as an isolated structure in a non-equilibrium geometry.

E_tot   -4438.44325 Ha
LUMO level (spin up / spin down)   -0.16716 / -0.15669 hartree
2S+1   2
Charge   +1
E_HOMO (spin up / spin down)   -10.776 / -10.968 eV
Energy above the lowest of the compared OMol25 structures with the same formula, charge and spin   31.8 kcal per mole
Orbital gap (spin up / spin down)   6.2 / 6.7 eV

Atoms and positions in Å:
Ru 0.79 -0.87 0.13
O 2.82 -0.47 0.99
C 2.88 0.20 -0.09
O 2.57 -0.30 -1.22
C 3.09 1.68 -0.01
C 4.32 2.29 0.14
C 4.39 3.68 0.20
C 3.22 4.43 0.12
C 1.99 3.81 -0.03
C 1.92 2.42 -0.10
P 0.35 1.51 -0.33
C -0.83 2.39 0.73
C -0.41 2.91 1.96
C -1.32 3.57 2.77
C -2.64 3.71 2.38
C -3.07 3.16 1.18
C -2.17 2.50 0.36
C -0.12 1.86 -2.04
C -0.50 3.14 -2.44
C -0.80 3.39 -3.77
C -0.74 2.36 -4.70
C -0.36 1.08 -4.31
C -0.05 0.83 -2.98
H 5.23 1.69 0.20
H 5.34 4.17 0.31
H 3.27 5.52 0.17
H 1.09 4.42 -0.07
H 0.62 2.81 2.27
H -0.99 4.00 3.71
H -3.34 4.25 3.00
H -4.11 3.25 0.87
H -2.50 2.07 -0.59
H -0.57 3.95 -1.71
H -1.09 4.38 -4.07
H -0.99 2.56 -5.74
H -0.31 0.28 -5.04
H 0.27 -0.15 -2.67
C -2.71 -1.34 -0.61
O -1.82 -0.58 0.22
C -2.17 -0.64 1.60
C -1.33 -1.65 2.33
O 0.06 -1.31 2.27
C 0.48 -0.38 3.27
H -3.71 -0.91 -0.56
H -2.75 -2.39 -0.30
H -2.33 -1.29 -1.62
H -3.23 -0.89 1.70
H -2.02 0.36 2.02
H -1.44 -2.62 1.85
H -1.64 -1.74 3.37
H 0.29 -0.80 4.26
H -0.05 0.57 3.18
H 1.54 -0.23 3.13
C 2.18 -5.77 -0.41
Si 0.44 -5.19 -0.48
C -0.42 -5.26 1.17
C -0.57 -5.89 -1.86
Se 0.43 -2.88 -1.01
H 2.18 -6.85 -0.25
H 2.72 -5.29 0.41
H 2.71 -5.56 -1.34
H -0.41 -6.28 1.57
H -1.46 -4.95 1.07
H 0.09 -4.62 1.89
H -0.63 -6.98 -1.77
H -0.12 -5.65 -2.83
H -1.58 -5.48 -1.84

DFT (ωB97M-V/def2-TZVPD) results for C39H82FN5O12PSi2 as an isolated structure in a non-equilibrium geometry.

E_tot   -3731.87834 Ha
LUMO level (spin up / spin down)   -0.00714 / -0.01574 hartree
2S+1   4
Charge   0
E_HOMO (spin up / spin down)   -8.675 / -9.199 eV
Orbital gap (spin up / spin down)   8.5 / 8.8 eV

Atoms and positions in Å:
C -6.54 -0.72 -3.71
C -6.97 -2.24 -3.42
O -8.11 -2.59 -3.85
O -6.16 -3.16 -2.70
C -7.02 -3.81 -1.70
C -6.20 -4.48 -0.50
C -5.10 -3.51 0.15
C -5.57 -3.01 1.63
C -4.66 -1.73 1.99
Si -5.66 -0.27 2.75
C -6.88 -1.09 4.02
O -8.09 -1.64 3.41
N -8.57 -0.77 2.44
O -9.58 -0.31 2.90
O -4.54 0.66 3.70
Si -3.84 1.98 2.84
F -4.59 2.35 1.35
C -1.96 1.67 2.75
C -1.30 1.84 1.30
O 0.05 1.26 1.39
C -2.05 1.03 0.13
N -1.07 0.72 -1.00
C -4.13 3.54 3.97
P -5.35 4.75 3.20
O -6.63 4.06 2.67
O -4.65 5.72 1.98
O -5.87 5.86 4.42
H -5.43 -0.55 -3.52
H -6.80 -0.41 -4.77
H -7.17 -0.09 -2.99
H -7.59 -4.65 -2.23
H -7.82 -3.06 -1.35
H -6.99 -4.79 0.28
H -5.71 -5.43 -0.89
H -5.04 -2.57 -0.49
H -4.08 -4.00 0.29
H -6.69 -2.79 1.54
H -5.41 -3.91 2.33
H -4.06 -1.43 1.07
H -3.94 -2.08 2.82
H -6.33 0.48 1.70
H -7.20 -0.26 4.75
H -6.38 -1.95 4.59
H -1.47 2.40 3.50
H -1.74 0.63 3.18
H -1.13 2.94 1.01
H -0.15 0.31 1.59
H -2.52 0.09 0.55
H -2.83 1.73 -0.35
H -1.69 0.71 -1.83
H -0.43 1.53 -1.12
H -3.14 4.09 4.14
H -4.62 3.19 4.96
H -4.67 6.67 2.23
H -6.52 6.41 3.93
C 5.22 2.49 -2.34
C 3.69 2.25 -2.26
C 3.32 0.86 -2.81
C 3.36 0.78 -4.33
C 2.47 1.86 -4.93
C 2.83 3.28 -4.44
N 2.96 3.36 -2.94
O 1.70 3.40 -2.44
C 4.15 3.71 -5.12
C 1.79 4.27 -5.00
C 3.43 2.21 -0.73
H 5.77 1.55 -2.26
H 5.56 2.96 -3.26
H 5.57 3.15 -1.54
H 2.31 0.58 -2.48
H 3.99 0.10 -2.39
H 4.39 0.87 -4.69
H 3.00 -0.21 -4.65
H 2.54 1.81 -6.02
H 1.43 1.63 -4.68
H 4.55 4.63 -4.67
H 3.99 3.92 -6.18
H 4.93 2.95 -5.10
H 0.77 4.01 -4.72
H 1.80 4.27 -6.10
H 1.99 5.29 -4.67
H 3.61 3.19 -0.26
H 4.10 1.49 -0.25
H 2.42 1.90 -0.48
C 9.07 -2.45 -4.86
C 7.54 -2.70 -4.77
C 7.18 -4.09 -5.33
C 7.21 -4.17 -6.85
C 6.32 -3.09 -7.45
C 6.68 -1.68 -6.95
N 6.81 -1.59 -5.46
O 5.55 -1.56 -4.95
C 8.00 -1.23 -7.64
C 5.63 -0.68 -7.52
C 7.28 -2.74 -3.24
H 9.62 -3.40 -4.77
H 9.41 -1.98 -5.77
H 9.41 -1.80 -4.05
H 6.17 -4.37 -5.00
H 7.85 -4.85 -4.91
H 8.24 -4.08 -7.21
H 6.86 -5.16 -7.17
H 6.40 -3.14 -8.54
H 5.28 -3.32 -7.20
H 8.39 -0.32 -7.18
H 7.84 -1.02 -8.70
H 8.78 -2.00 -7.62
H 4.61 -0.94 -7.23
H 5.65 -0.68 -8.61
H 5.84 0.34 -7.18
H 7.46 -1.77 -2.78
H 7.96 -3.46 -2.76
H 6.27 -3.06 -2.99
C 0.34 0.66 8.81
C -0.54 1.03 7.59
C -1.91 1.58 8.05
C -2.86 0.51 8.56
C -3.04 -0.57 7.50
C -1.70 -1.18 7.04
N -0.67 -0.15 6.68
O -1.00 0.32 5.45
C -1.17 -2.11 8.17
C -1.99 -2.17 5.88
C 0.22 2.22 6.95
H 0.11 1.31 9.67
H 0.25 -0.36 9.16
H 1.40 0.79 8.58
H -2.40 2.11 7.22
H -1.77 2.33 8.84
H -2.49 0.09 9.50
H -3.83 0.96 8.79
H -3.70 -1.36 7.90
H -3.57 -0.14 6.65
H -0.14 -2.42 7.97
H -1.77 -3.02 8.24
H -1.21 -1.66 9.16
H -2.50 -1.69 5.04
H -2.64 -2.98 6.21
H -1.06 -2.62 5.51
H 1.18 1.89 6.53
H 0.43 2.99 7.70
H -0.34 2.70 6.15

DFT (ωB97M-V/def2-TZVPD) results for C38H38CrFIN8O2 as an isolated structure in a non-equilibrium geometry.

E_tot   -3501.06741 Ha
LUMO level (spin up / spin down)   -0.17284 / -0.13479 hartree
2S+1   2
Charge   +1
E_HOMO (spin up / spin down)   -9.675 / -9.697 eV
Orbital gap (spin up / spin down)   5.0 / 6.0 eV

Atoms and positions in Å:
Cr -1.49 0.68 -0.49
C -1.02 0.32 4.78
C -0.42 -0.07 3.48
N 1.24 -2.08 3.46
C 1.85 -2.80 2.46
C 1.46 -2.73 1.18
C 2.17 -3.52 0.11
O 2.88 -2.65 -0.77
C 0.20 -1.92 0.88
C 0.10 -1.57 -0.59
N -1.04 -1.46 -1.25
C -1.06 -1.82 -2.59
C -0.09 -2.68 -3.15
C -0.12 -3.05 -4.48
C -1.13 -2.60 -5.31
C -2.12 -1.80 -4.79
C -2.10 -1.44 -3.45
I -3.72 -0.29 -2.71
C -0.75 0.15 2.18
O -1.61 0.74 1.44
H -0.65 -0.33 5.57
H -2.10 0.25 4.72
H -0.76 1.35 5.02
H 2.64 -3.47 2.76
H 1.45 -4.11 -0.48
H 2.87 -4.21 0.60
H 3.65 -3.11 -1.12
H 1.00 -1.81 -1.15
H 0.68 -3.09 -2.52
H 0.63 -3.73 -4.85
H -1.16 -2.89 -6.35
H -2.93 -1.46 -5.41
C -2.23 -2.22 2.00
C -1.06 -2.83 1.22
C -0.72 -4.16 1.91
C 0.46 -0.59 1.63
C 0.91 -0.71 3.10
C 2.03 0.22 3.46
C 2.51 1.14 2.62
C 2.03 1.32 1.27
C 2.39 2.61 0.56
C 1.51 3.71 1.17
C 3.87 3.01 0.62
C 1.15 0.42 0.76
N 0.54 0.45 -0.49
C 1.28 0.57 -1.65
C 2.65 0.31 -1.76
C 3.27 0.32 -2.99
C 2.56 0.57 -4.15
C 1.20 0.82 -4.08
C 0.60 0.81 -2.85
F -0.77 1.04 -2.73
H -3.04 -2.94 1.99
H -2.60 -1.31 1.53
H -1.96 -2.03 3.03
H -1.47 -3.10 0.24
H -0.37 -4.01 2.93
H 0.04 -4.72 1.37
H -1.62 -4.77 1.95
H 1.66 -2.18 4.38
H 2.41 0.12 4.46
H 3.29 1.80 2.95
H 2.13 2.53 -0.50
H 1.79 3.88 2.21
H 0.46 3.42 1.15
H 1.64 4.64 0.62
H 4.19 3.21 1.63
H 4.02 3.91 0.04
H 4.49 2.22 0.20
H 3.20 0.06 -0.86
H 4.33 0.09 -3.05
H 3.06 0.57 -5.11
H 0.61 1.00 -4.97
N -5.49 1.74 1.26
C -4.79 0.69 0.81
N -3.72 1.12 0.17
C -3.81 2.48 0.27
N -4.89 2.87 0.92
C -2.79 3.30 -0.31
C -2.96 4.66 -0.57
N -2.05 5.38 -1.18
C -0.92 4.76 -1.51
C -0.70 3.43 -1.22
N -1.64 2.66 -0.64
H -6.35 1.76 1.80
H -5.08 -0.34 0.93
H -3.88 5.15 -0.28
H -0.17 5.35 -2.01
H 0.24 2.97 -1.46

DFT (ωB97M-V/def2-TZVPD) results for C23H52InO3P4Se as an isolated structure in a non-equilibrium geometry.

E_tot   -5089.23584 Ha
LUMO level (spin up / spin down)   -0.44294 / -0.44299 hartree
2S+1   1
Charge   +3
E_HOMO (spin up / spin down)   -15.378 / -15.377 eV
Energy above the lowest of the compared OMol25 structures with the same formula, charge and spin   45.3 kcal per mole
Orbital gap (spin up / spin down)   3.3 / 3.3 eV

Atoms and positions in Å:
In -0.58 -1.06 -1.00
P 0.30 1.44 -1.83
P -3.20 -0.74 -1.12
P 0.19 -1.74 -3.60
H 3.67 -0.86 1.37
C 4.21 -0.83 0.42
C 4.30 0.28 -0.32
H 3.90 1.24 0.03
C 0.64 2.63 -0.49
C -0.97 2.31 -2.82
C 1.84 1.59 -2.81
C -4.08 -2.29 -0.72
C -3.89 0.46 0.06
C -3.91 -0.25 -2.74
C 2.03 -1.84 -3.64
C -0.25 -0.75 -5.07
C -0.28 -3.42 -4.13
H 4.64 -1.78 0.06
H 4.90 0.31 -1.24
H 1.39 2.21 0.19
H -0.27 2.84 0.09
H 1.03 3.56 -0.93
H -1.89 2.42 -2.23
H -1.21 1.74 -3.73
H -0.60 3.30 -3.10
H 2.65 1.05 -2.32
H 2.11 2.65 -2.87
H 1.71 1.21 -3.83
H -5.15 -2.07 -0.61
H -3.69 -2.70 0.22
H -3.94 -3.03 -1.52
H -4.95 0.23 0.24
H -3.80 1.48 -0.32
H -3.34 0.40 1.01
H -5.00 -0.30 -2.68
H -3.56 -0.94 -3.52
H -3.60 0.77 -3.00
H 2.32 -2.63 -4.35
H 2.41 -2.10 -2.65
H 2.47 -0.88 -3.94
H 0.04 -1.30 -5.97
H 0.25 0.23 -5.07
H -1.33 -0.58 -5.09
H 0.28 -3.68 -5.04
H -1.36 -3.46 -4.32
H -0.05 -4.16 -3.34
C 1.22 -4.41 0.61
C 2.41 -4.13 1.29
C 2.98 -5.09 2.13
C 2.37 -6.34 2.30
C 1.14 -6.59 1.67
C 0.55 -5.62 0.84
Se 0.55 -3.28 -0.87
H 0.05 -1.58 0.45
H 2.90 -3.16 1.13
H 3.93 -4.88 2.62
H 2.83 -7.09 2.95
H 0.67 -7.56 1.81
H -0.39 -5.83 0.34
C -3.92 3.17 2.63
C -2.76 3.67 1.80
O -1.67 2.72 1.69
P -1.09 1.88 3.01
O -0.80 3.08 4.08
C -0.05 4.29 3.78
C 0.86 4.56 4.95
O 0.46 1.53 2.51
C 1.47 1.08 3.46
C 2.82 1.48 2.94
H -4.33 2.24 2.23
H -4.71 3.93 2.61
H -3.63 3.03 3.67
H -3.08 3.88 0.77
H -2.37 4.62 2.20
H 0.52 4.18 2.84
H -0.78 5.10 3.65
H 1.63 3.78 5.03
H 1.36 5.52 4.81
H 0.30 4.59 5.88
H 1.28 1.52 4.45
H 1.39 -0.02 3.55
H 2.90 2.57 2.85
H 3.59 1.15 3.65
H 3.06 1.03 1.97

Among the records above, which one has the lowest charge?
C39H82FN5O12PSi2